(1)
Density functional theory data (the ωB97M-V functional and the def2-TZVPD basis) for a molecular structure, C24H30N4Zr.

## Properties
- E_HOMO: -13.0 eV
- DFT total energy: -1198.1170 a.u.
- Net charge: +2
- ΔE to the lowest compared entry with this formula, charge and spin: 0.0 kJ/mol

Each line ends with the Mulliken charge.
Element x y z (Å)
1 Zr 0.36848 0.19827 -0.21056  0.299
2 C -0.90042 -2.30877 -1.84526  -1.347
3 C -2.25629 -1.62535 -1.87438  -0.781
4 C -2.25097 -0.15943 -2.22711  0.593
5 C -3.37541 0.39897 -2.81636  -0.986
6 C -3.36621 1.73093 -3.19319  -0.414
7 C -2.20514 2.46803 -3.02023  -0.841
8 C -1.11297 1.84692 -2.45207  -0.238
9 N -1.14029 0.57077 -2.00886  0.019
10 N -0.09702 -2.01776 -0.62790  0.372
11 C 1.25561 -2.62031 -0.78179  -0.791
12 C 2.11183 -2.31374 0.41769  0.648
13 C 3.08150 -3.18207 0.88698  -1.107
14 C 3.79990 -2.82314 2.01716  -0.412
15 C 3.51695 -1.62099 2.65033  -0.979
16 C 2.54275 -0.80270 2.11405  -0.413
17 N 1.85573 -1.14012 1.01307  0.715
18 C -0.78993 -2.50455 0.60215  -0.913
19 C -1.68497 -1.51226 1.33569  0.531
20 C -2.75645 -2.01104 2.05802  -1.055
21 C -3.54110 -1.14435 2.80419  -0.390
22 C -3.24465 0.20941 2.80395  -0.925
23 C -2.16789 0.64056 2.05533  -0.177
24 N -1.39946 -0.19331 1.33910  0.378
25 H -0.30884 -2.00593 -2.71152  0.477
26 H -1.04088 -3.39296 -1.90295  0.486
27 H -2.80742 -1.79046 -0.94434  0.357
28 H -2.84630 -2.13441 -2.63922  0.654
29 H -4.24665 -0.21879 -2.98725  0.474
30 H -4.24233 2.17619 -3.64490  0.452
31 H -2.12736 3.49653 -3.34160  0.466
32 H -0.16205 2.34407 -2.32759  0.508
33 H 1.69364 -2.19207 -1.69083  0.389
34 H 1.19688 -3.70199 -0.94015  0.593
35 H 3.26597 -4.11988 0.38127  0.528
36 H 4.56531 -3.48006 2.40759  0.447
37 H 4.04291 -1.31221 3.54192  0.454
38 H 2.30508 0.15260 2.56336  0.536
39 H -0.03367 -2.84874 1.30813  0.659
40 H -1.39137 -3.37862 0.33781  0.414
41 H -2.97417 -3.07062 2.04172  0.506
42 H -4.37691 -1.52374 3.37618  0.460
43 H -3.83096 0.91949 3.36823  0.461
44 H -1.89747 1.68883 2.01878  0.444
45 C 1.89619 3.91075 -1.02652  -1.746
46 C 1.88414 2.71304 -0.07374  2.483
47 C 3.12610 2.78171 0.81864  -1.670
48 C 0.62416 2.78505 0.80479  -1.776
49 C 1.83079 1.38588 -0.82251  -0.969
50 H 1.86659 4.84994 -0.47032  0.443
51 H 1.05042 3.90754 -1.71549  0.319
52 H 2.80793 3.90637 -1.62409  0.436
53 H 3.19043 3.74322 1.33179  0.474
54 H 4.02959 2.65791 0.22194  0.438
55 H 3.12341 1.99627 1.57686  0.197
56 H 0.63338 3.62347 1.50454  0.635
57 H 0.54443 1.92609 1.51291  0.365
58 H -0.30464 2.86980 0.22043  0.241
59 H 2.67014 1.25173 -1.51388  0.580



(2)
Density functional theory data (the ωB97M-V functional and the def2-TZVPD basis) for a single C24H30N6O2S molecule in a non-equilibrium geometry.

## Properties
- E_HOMO: -7.7 eV
- DFT total energy: -1809.7950 a.u.
- Structure (SMILES): CC[C@H](c1nnc(SCC(=O)Nc2ccc(NC(C)=O)cc2)n1Cc1ccccc1)N(C)C
- Net charge: 0
- ΔE to the lowest compared entry with this formula, charge and spin: 7.1 kJ/mol

Each line ends with the Mulliken charge.
Element x y z (Å)
1 C 3.54670 -3.71071 2.99901  -1.309
2 C 2.58092 -2.61152 2.57540  -0.756
3 C 3.19115 -1.57070 1.61680  -0.179
4 C 2.26217 -0.40224 1.52664  -0.075
5 N 1.08785 -0.30406 2.07850  -0.924
6 N 0.56700 0.89299 1.75833  -0.457
7 C 1.43877 1.51573 1.00499  0.504
8 S 1.26799 3.10774 0.32852  -0.087
9 C -0.19982 3.69630 1.23840  -0.921
10 C -1.51738 3.26334 0.59038  0.735
11 O -2.18727 4.04931 -0.04527  -0.661
12 N -1.80598 1.96816 0.83218  0.041
13 C -2.90926 1.22698 0.40368  0.371
14 C -3.97760 1.77972 -0.29671  -0.566
15 C -5.03644 0.97950 -0.67465  -0.804
16 C -5.05600 -0.37950 -0.36837  0.803
17 N -6.16634 -1.12694 -0.77919  -0.164
18 C -6.41575 -2.45915 -0.62680  0.803
19 C -7.75606 -2.85845 -1.21562  -1.311
20 O -5.66952 -3.24497 -0.08975  -0.617
21 C -3.98522 -0.93214 0.32957  -0.648
22 C -2.92698 -0.13313 0.70992  -0.731
23 N 2.54608 0.74319 0.82734  0.383
24 C 3.70464 1.06255 0.04049  -1.774
25 C 3.64825 0.48636 -1.35422  1.194
26 C 4.82010 0.07442 -1.97354  -0.605
27 C 4.79206 -0.43302 -3.25986  -0.601
28 C 3.59046 -0.53579 -3.93994  -0.452
29 C 2.41990 -0.11969 -3.33016  -0.813
30 C 2.44894 0.39419 -2.04575  -0.131
31 N 3.49393 -1.97605 0.25065  0.848
32 C 4.74416 -2.66838 0.04573  -1.248
33 C 2.40055 -2.61721 -0.44464  -1.232
34 H 4.48196 -3.28691 3.36010  0.324
35 H 3.10585 -4.29619 3.80264  0.418
36 H 3.76904 -4.38687 2.17799  0.242
37 H 2.24584 -2.06639 3.45877  0.465
38 H 1.69418 -3.04481 2.11452  0.341
39 H 4.13466 -1.21080 2.05279  0.669
40 H -0.13187 4.78324 1.20440  0.433
41 H -0.11313 3.33308 2.26120  0.414
42 H -1.10130 1.42950 1.35309  0.113
43 H -3.97301 2.82874 -0.54050  0.530
44 H -5.86379 1.41798 -1.21578  0.269
45 H -6.87437 -0.58503 -1.25570  0.182
46 H -7.78163 -2.63617 -2.28054  0.325
47 H -8.56004 -2.31533 -0.72295  0.323
48 H -7.90454 -3.92423 -1.07012  0.354
49 H -3.99062 -1.98156 0.57023  0.521
50 H -2.09860 -0.56309 1.25423  0.438
51 H 3.76622 2.15671 -0.01785  0.627
52 H 4.59034 0.68547 0.55814  0.327
53 H 5.75961 0.15177 -1.44582  0.440
54 H 5.71007 -0.75204 -3.73142  0.401
55 H 3.56722 -0.93701 -4.94216  0.401
56 H 1.47938 -0.19230 -3.85550  0.407
57 H 1.52845 0.72205 -1.58572  0.389
58 H 5.53157 -2.18910 0.62489  0.350
59 H 4.99922 -2.59480 -1.01301  0.384
60 H 4.71052 -3.73273 0.31411  0.299
61 H 1.47668 -2.07727 -0.24678  0.342
62 H 2.60375 -2.57711 -1.51533  0.332
63 H 2.26351 -3.66926 -0.15704  0.325



(3)
Density functional theory data (the ωB97M-V functional and the def2-TZVPD basis) for a molecular structure, C24H31AsCl2IrN5O3PS3 in a non-equilibrium geometry.

## Properties
- <S²>: 0.76
- E_HOMO (spin up / spin down): -14.0 / -13.9 eV
- 2S+1: 2
- DFT total energy: -6228.5142 a.u.
- Net charge: +2
- ΔE to the lowest compared entry with this formula, charge and spin: 170.7 kJ/mol

Each line ends with the Löwdin spin population.
Element x y z (Å)
1 Ir -0.34731 0.59816 0.92517  0.618
2 S -1.48853 -0.81017 2.37249  0.000
3 C -2.83785 -0.44540 1.35129  0.013
4 N -2.51531 0.58403 0.59343  0.129
5 C -3.48773 0.85050 -0.36928  0.013
6 C -3.47137 1.84232 -1.34253  0.008
7 C -4.57741 1.96336 -2.15860  -0.001
8 C -5.68602 1.12272 -2.00918  0.009
9 C -5.70924 0.13271 -1.04559  0.002
10 C -4.58907 -0.00313 -0.23575  0.011
11 S -4.34587 -1.17049 1.04777  0.000
12 H -2.60952 2.48004 -1.46027  0.001
13 H -4.59134 2.72542 -2.92577  0.000
14 H -6.54032 1.24625 -2.66024  0.000
15 H -6.56780 -0.51462 -0.93182  0.000
16 C 3.92679 -2.51414 0.93014  0.002
17 N 3.23392 -2.39773 -0.35107  0.014
18 C 2.42147 -3.59282 -0.58661  0.000
19 N 1.48728 -3.86068 0.50456  -0.001
20 C 2.22076 -3.95016 1.76498  0.000
21 N 3.01190 -2.74966 2.04617  0.013
22 C 2.17480 -1.59772 2.33114  0.010
23 P 1.13797 -1.21196 0.84265  0.032
24 C 2.47067 -1.17260 -0.45101  0.008
25 C 0.40431 -2.89993 0.56823  0.001
26 H 4.50739 -1.60901 1.11324  0.000
27 H 4.61306 -3.35867 0.87417  0.000
28 H 3.09322 -4.44553 -0.68129  0.000
29 H 1.86893 -3.48040 -1.52067  0.000
30 H 2.90574 -4.79554 1.70760  0.000
31 H 1.52035 -4.12816 2.58192  0.000
32 H 2.79711 -0.73811 2.59095  0.000
33 H 1.51967 -1.83681 3.17156  0.000
34 H 3.10578 -0.30459 -0.27470  0.000
35 H 2.03732 -1.08028 -1.44528  0.000
36 H -0.18727 -2.90105 -0.34589  0.000
37 H -0.25317 -3.13306 1.40503  0.001
38 C -1.18417 2.59569 3.91575  0.006
39 As 0.25009 1.60691 3.08366  0.006
40 C 1.74582 2.80357 2.86463  0.001
41 C 0.77357 0.49289 4.57159  -0.001
42 H -0.81713 2.88208 4.90104  0.001
43 H -2.04811 1.94199 4.02269  0.000
44 H -1.45284 3.47753 3.34804  0.000
45 H 1.92839 3.27912 3.82796  0.000
46 H 1.52222 3.55570 2.11323  0.000
47 H 2.62589 2.23849 2.56235  0.000
48 H 1.02765 1.18080 5.37798  0.000
49 H 1.64614 -0.11208 4.35192  0.000
50 H -0.05646 -0.13316 4.89187  0.000
51 Cl -3.15370 5.16841 -0.21793  0.003
52 C -1.49141 4.71417 -0.44826  0.007
53 Cl -0.99326 3.46097 0.78706  0.037
54 H -0.82881 5.55111 -0.26455  0.001
55 H -1.33225 4.25943 -1.41534  0.000
56 O -1.37436 -1.93521 -1.87881  0.000
57 C -0.70701 -0.95326 -2.08477  0.001
58 N -0.56290 0.10280 -1.19326  0.014
59 S 0.36720 1.29134 -1.76814  0.004
60 O -0.31832 2.48581 -2.15454  0.004
61 O 1.29920 1.47147 -0.62868  0.033
62 C 0.92956 0.45343 -3.18964  0.000
63 C 1.81716 0.85553 -4.16599  0.000
64 C 1.95809 0.01002 -5.26203  0.000
65 C 1.21368 -1.16230 -5.36865  0.000
66 C 0.30624 -1.53648 -4.38238  0.000
67 C 0.17187 -0.71327 -3.28111  0.001
68 H 2.37492 1.77873 -4.09037  0.000
69 H 2.65177 0.27410 -6.04842  0.000
70 H 1.34102 -1.78922 -6.24074  0.000
71 H -0.28304 -2.44021 -4.46312  0.000